26
Properties=species:S:1:pos:R:3:mulliken_charge:R:1 method="wB97M-V/def2-TZVPD" relative_energy_kj_mol=261.9 total_charge=+1 e_homo_ha=-0.428 e_lumo_ev=-3.086 gap_ev=8.571 molar_mass_g_mol=190.23
C -3.74 -1.40 -0.04 -0.54
C -2.63 -2.06 -0.48 -0.18
C -3.70 -0.05 0.11 -0.71
C -1.37 -1.54 -0.74 -0.92
C -2.11 1.86 0.20 -0.68
C -2.50 0.56 -0.05 0.97
C -1.33 -0.13 -0.47 0.38
C 2.94 -0.83 0.51 -0.52
C 4.21 -0.01 0.55 -0.35
C 2.58 1.28 -0.07 0.00
N -0.81 1.98 -0.15 -0.13
N -0.29 0.82 -0.50 -0.47
N 1.95 0.16 0.09 0.03
O 3.85 1.37 0.18 -0.33
H -4.64 -2.04 -0.09 0.32
H -2.75 -3.07 -0.82 0.33
H -4.49 0.50 0.57 0.41
H -0.56 -2.12 -1.09 0.45
H -2.66 2.69 0.57 0.52
H 2.98 -1.54 -0.25 0.29
H 2.68 -1.44 1.45 0.33
H 4.67 -0.10 1.62 0.26
H 5.02 -0.29 -0.06 0.31
H 2.12 2.27 -0.21 0.31
H 0.94 0.23 -0.26 0.60
H -0.35 2.89 -0.56 0.33